<one>
A cluster of 2 separate species, C5H15N2 in total, computed with ωB97M-V/def2-TZVPD.

```
22
C5H15N2 (ωB97M-V/def2-TZVPD)
C 0.25817 0.84712 0.45592
C -0.33155 -0.41716 0.95824
C -0.71027 -1.39555 -0.04566
C 0.36046 -2.60893 -0.04978
C 0.59977 -3.21172 1.34525
N 0.26453 4.63994 -2.05473
N -0.67289 1.88472 -0.06205
H 0.88599 1.37115 1.17920
H 0.83314 0.64280 -0.45184
H 0.35879 4.02003 -1.24714
H -0.88810 -0.37129 1.90776
H -0.71119 -0.96888 -1.04868
H -1.63027 -1.91364 0.28119
H -0.12596 -3.36784 -0.68028
H 1.27218 -2.17893 -0.49425
H 1.54242 -3.75521 1.42627
H 0.54822 -2.45818 2.11871
H 1.16656 5.00525 -2.31193
H -0.11995 -3.99543 1.60620
H -0.28971 4.37383 -2.84796
H -1.40892 1.52744 -0.67381
H -1.20142 2.33047 0.68936
```

- HOMO-LUMO gap: 4.669 eV
- Total charge: +1
- HOMO: -11.9 eV



<two>
A cluster of 2 separate species, C5H15N2 in total, computed with ωB97M-V/def2-TZVPD.

```
22
C5H15N2 (ωB97M-V/def2-TZVPD)
C -0.66896 0.98811 0.68832
N 0.60791 0.72180 1.33564
C 0.63210 0.96803 2.79656
C -0.79479 0.07889 -0.58032
N -0.34964 -1.15966 -0.27177
C 0.44220 -0.24763 -2.80939
C 0.26314 0.71902 -1.66054
H -0.70184 2.05780 0.45815
H -1.59342 0.74821 1.22635
H 0.68109 -0.24724 1.04312
H 1.62065 0.64029 3.10827
H 0.49513 2.03031 2.97619
H -0.10156 0.29615 3.24194
H -1.71116 0.32847 -1.11965
H -0.83961 -8.81186 1.83166
H -1.16210 -1.79679 -0.24795
H -0.29991 -8.82347 1.32287
H 1.03697 0.15545 -3.62448
H 0.83130 -1.19982 -2.43344
H -0.50574 -0.52720 -3.27380
H -0.00438 1.70455 -2.03732
H 1.18354 0.79722 -1.08983
```

- HOMO-LUMO gap: 5.859 eV
- Total charge: +1
- HOMO: -14.2 eV



Best to worst by energy: <one>, <two>.



<one>
The ion C5H15N2 with charge +1, computed with ωB97M-V/def2-TZVPD.

```
22
C5H15N2 (ωB97M-V/def2-TZVPD)
N 0.89348 1.40306 0.24312
C 0.38513 -0.08524 0.18634
C 0.14232 -0.62599 -1.25264
C -0.23887 0.48812 -2.22419
C -0.67401 -1.90095 -1.19402
C -0.53896 -0.15795 1.49730
N 0.02622 0.66980 2.56175
H 0.60422 1.52585 1.40134
H 1.85549 1.41342 -0.06740
H 0.27871 2.08843 -0.18422
H 1.25391 -0.58560 0.50622
H 1.15428 -0.94378 -1.60204
H -0.64507 0.25305 -3.16955
H -1.19271 0.99899 -1.87665
H 0.51920 1.26208 -2.31768
H -0.62351 -2.54849 -2.10622
H -0.22938 -2.49617 -0.32639
H -1.74742 -1.83922 -1.07498
H -1.59403 0.15166 1.04037
H -0.55770 -1.33464 1.63300
H 0.64934 0.15255 3.22533
H -0.61696 1.08392 3.20803
```

- HOMO-LUMO gap: 11.872 eV
- SMILES: CC(C)[C@@H]([NH3+])CN
- Total charge: +1
- HOMO: -14.9 eV



<two>
The ion C5H15N2 with charge +1, computed with ωB97M-V/def2-TZVPD.

```
22
C5H15N2 (ωB97M-V/def2-TZVPD)
C -0.56378 -0.95940 -0.16021
N -1.72513 -0.10998 -0.22087
C -2.93898 -0.86840 -0.64326
C 0.56354 -0.14702 0.48945
N 1.80760 -0.96627 0.78361
C 1.60573 2.24553 0.07275
C 0.93346 0.99229 -0.47207
H -0.82486 -1.92736 0.28960
H -0.14446 -1.25875 -1.12922
H -1.90605 0.26443 0.69918
H -3.57542 -1.05203 0.20468
H -2.59436 -1.54495 -1.42348
H -3.51925 -0.22315 -1.32546
H 0.27004 0.23071 1.47383
H 2.54626 -0.92607 0.07146
H 1.53733 -1.95226 0.86006
H 2.24853 -0.70377 1.66296
H 2.64193 2.11552 0.39980
H 1.02016 2.64255 0.89562
H 1.66301 3.01917 -0.69102
H 0.11276 1.25163 -1.13052
H 1.67405 0.49619 -1.12642
```

- HOMO-LUMO gap: 9.002 eV
- SMILES: CC[C@H]([NH3+])CNC
- Total charge: +1
- HOMO: -12.6 eV



<three>
A cluster of 3 separate species, C5H15N2 in total, computed with ωB97M-V/def2-TZVPD.

```
22
C5H15N2 (ωB97M-V/def2-TZVPD)
C -0.64218 0.59133 1.29695
N -0.48264 -0.86808 1.16317
C -1.57700 -1.66459 1.88106
C -0.02191 1.13641 -0.04875
N -0.72803 0.50296 -1.13340
C 1.99493 0.66399 -1.56189
C 1.46633 0.63680 -0.10147
H -0.08191 1.04121 2.17614
H -1.71053 0.81879 1.34050
H -0.69121 -0.90885 0.16722
H -1.38044 -2.71014 1.78730
H -1.58031 -1.32465 2.85604
H -2.57457 -1.43079 1.36954
H -0.12243 2.28177 -0.11716
H 0.14763 -0.93763 -2.44800
H -1.63530 0.98250 -1.14446
H -0.18143 -1.71166 -2.38240
H 3.09779 0.60392 -1.69964
H 1.52045 -0.25338 -2.12540
H 1.60421 1.48383 -2.16373
H 2.08118 1.41474 0.52124
H 1.49736 -0.34848 0.36716
```

- HOMO-LUMO gap: 5.485 eV
- Total charge: +1
- HOMO: -14.6 eV



<four>
The ion C5H15N2 with charge +1, computed with ωB97M-V/def2-TZVPD.

```
22
C5H15N2 (ωB97M-V/def2-TZVPD)
C -1.81818 -0.39220 1.05350
C -0.80459 0.75385 0.90106
C -0.36317 1.29874 -0.47829
C 0.59041 0.44286 -1.37607
C 1.35432 -0.60430 -0.58018
N 2.36580 0.02558 0.31719
N -1.61784 -1.41868 0.04240
H -2.80010 0.10778 1.14060
H -1.70205 -0.82906 2.04487
H 0.08934 0.62569 1.51700
H -1.33390 1.58742 1.39584
H -1.21890 1.53206 -1.11504
H 0.07773 2.26581 -0.20800
H 1.27927 1.10189 -1.90514
H -0.02683 -0.07610 -2.09762
H 1.83789 -1.27709 -1.30345
H 0.72526 -1.27028 0.00556
H 2.34391 -0.36170 1.26040
H 2.25310 1.04233 0.44788
H 3.33734 0.07366 -0.01637
H -1.81084 -1.11694 -0.89804
H -2.14614 -2.26488 0.23644
```

- HOMO-LUMO gap: 9.081 eV
- SMILES: NCCCCC[NH3+]
- Total charge: +1
- HOMO: -12.7 eV



Best to worst by energy: <four>, <two>, <one>, <three>.



<one>
The ion C5H15N2 with charge +1, computed with ωB97M-V/def2-TZVPD.

```
22
C5H15N2 (ωB97M-V/def2-TZVPD)
C 0.36473 1.04593 -0.63380
N 0.45275 -0.03679 -1.64212
C 1.88197 -0.45676 -1.74580
C -0.54994 0.68865 0.53662
N -0.37844 -0.82087 0.74197
C -1.74726 -1.48617 0.80003
C -0.10522 1.31424 1.86167
H 0.00958 1.96324 -1.11534
H 1.34314 1.20541 -0.15935
H 0.18835 0.30327 -2.55707
H 1.92854 -1.39508 -2.31642
H 2.48403 0.41187 -2.03890
H 2.24633 -0.80154 -0.76058
H -1.59213 0.97054 0.37214
H 0.02384 -1.01380 1.65559
H 0.15165 -1.22591 -0.03892
H -1.95333 -1.75359 1.83190
H -2.55519 -0.95293 0.28773
H -1.75223 -2.24796 0.00626
H -0.26119 2.38564 1.91736
H -0.71912 0.84776 2.67037
H 0.88476 1.07125 2.28115
```

- HOMO-LUMO gap: 10.856 eV
- SMILES: CNC[C@H](C)[NH2+]C
- Total charge: +1
- HOMO: -13.7 eV



<two>
A cluster of 2 separate species, C5H15N2 in total, computed with ωB97M-V/def2-TZVPD.

```
22
C5H15N2 (ωB97M-V/def2-TZVPD)
C -0.35418 -0.26641 2.68192
C -0.88437 -0.64568 1.31937
C -2.13230 -0.44504 0.83816
N 0.11946 -1.14923 0.44233
H -1.16062 0.20351 3.27799
H 0.04515 -1.13014 3.21410
H 0.47704 0.44618 2.50763
H -2.34402 -0.73628 -0.18777
H -2.93341 0.16391 1.36016
H 0.98898 -1.44763 0.88353
H 0.35154 -0.32451 -0.26526
H -0.11479 -1.90794 -0.22134
C 0.14188 0.16247 -2.40140
N 0.59709 0.83449 -1.13978
C 1.98828 1.31205 -1.24075
H 0.15010 0.98020 -3.09888
H 0.83969 -0.58813 -2.71269
H -0.91714 -0.25804 -2.35334
H 0.01937 1.64221 -0.82124
H 2.81107 0.61034 -0.97498
H 2.05566 2.23170 -0.64525
H 2.15968 1.61345 -2.26433
```

- HOMO-LUMO gap: 10.647 eV
- Total charge: +1
- HOMO: -13.6 eV



Best to worst by energy: <one>, <two>.



<one>
A structure of composition C5H15N2, computed with ωB97M-V/def2-TZVPD.

```
22
C5H15N2 (ωB97M-V/def2-TZVPD)
C 1.35510 -1.14989 -0.13713
C 0.31146 -1.09830 0.87717
C 0.00794 0.44130 0.99159
C -0.73235 1.02350 -0.25813
C -1.84166 0.13297 -0.72766
N -2.70962 -0.24217 0.37405
N 2.80134 0.78436 -0.67889
H 2.20971 -1.83036 -0.10149
H 0.94523 -1.23499 -1.12691
H -0.57832 -1.70027 0.67689
H 0.61856 -1.33295 1.90353
H 0.82399 1.12949 1.17960
H -0.67097 0.52819 1.85055
H -1.06304 2.06847 -0.09345
H -0.03390 0.99109 -1.10250
H -1.39918 -0.77769 -1.20035
H -2.46271 0.56809 -1.53739
H -2.61137 0.35590 1.16732
H -3.67858 -0.40953 0.11375
H 3.62008 0.91179 -0.09602
H 3.01402 0.95353 -1.66244
H 2.07426 -0.11252 -0.41211
```

- HOMO-LUMO gap: 4.493 eV
- Total charge: +1
- HOMO: -12.5 eV



<two>
A cluster of 2 separate species, C5H15N2 in total, computed with ωB97M-V/def2-TZVPD.

```
22
C5H15N2 (ωB97M-V/def2-TZVPD)
C -2.14370 -0.90069 -1.88638
C 1.94821 1.27912 1.58358
C 0.29044 0.51062 0.04676
C 2.72783 -0.10288 -0.14151
C -2.44069 -0.40565 -0.41876
N -1.59112 -0.76170 0.64233
N 1.55915 0.57748 0.39298
H -1.86015 -1.95443 -1.69852
H -3.00180 -0.81110 -2.51486
H -1.34361 -0.21334 -2.22932
H 2.45829 0.61622 2.33474
H 2.51800 2.14645 1.32613
H 1.07615 1.74381 2.16304
H 0.03486 0.05279 -0.94769
H -1.59782 -1.82924 0.72238
H -0.18101 1.35706 0.51540
H 2.55253 -0.60353 -1.05094
H 3.59236 0.66008 -0.00446
H 3.16775 -0.96262 0.43090
H -2.40387 0.66338 -0.60571
H -3.57096 -0.64075 -0.17161
H -1.79083 -0.42106 1.51152
```

- HOMO-LUMO gap (spin up / spin down): 9.526 / 9.525 eV
- Total charge: +1
- HOMO (spin up / spin down): -13.4 / -13.4 eV



<three>
The ion C5H15N2 with charge +1, computed with ωB97M-V/def2-TZVPD.

```
22
C5H15N2 (ωB97M-V/def2-TZVPD)
N -2.28037 0.02001 -0.25265
C -2.01428 -0.67008 1.05502
C -0.43404 -0.63300 1.10578
N 0.27255 -0.19753 -0.11346
C 1.44549 0.78738 0.29684
C 1.66881 1.86990 -0.78922
C 0.79351 -1.28682 -1.03717
H -0.51920 0.33682 -0.58840
H -2.64173 0.95731 -0.10198
H -2.95800 -0.57137 -0.75946
H -2.29515 -1.76812 1.04596
H -2.44950 -0.24627 1.94809
H 0.04675 0.02324 2.00580
H -0.09354 -1.68269 1.26864
H 1.24593 1.14033 1.33383
H 2.30062 0.16736 0.36971
H 0.73445 2.45989 -0.91353
H 1.99000 1.38104 -1.74622
H 2.37678 2.56183 -0.26252
H 0.08355 -1.33358 -1.87572
H 1.83833 -1.04493 -1.45889
H 0.88903 -2.27070 -0.53044
```

- HOMO-LUMO gap: 11.864 eV
- SMILES: CC[N@@H+](C)CCN
- Total charge: +1
- HOMO: -14.5 eV



<four>
The ion C5H15N2 with charge +1, computed with ωB97M-V/def2-TZVPD.

```
22
C5H15N2 (ωB97M-V/def2-TZVPD)
N 0.85787 -2.03117 1.35578
C -0.35777 -2.36733 0.61054
C -0.35660 -1.46188 -0.64689
N -0.06978 -0.09120 -0.18383
C 0.45783 0.97947 -1.13588
C -0.26326 2.28208 -0.87474
C -0.27436 2.69739 0.60314
H -0.90075 0.27972 0.27619
H 1.55186 -2.73588 1.52513
H 0.58720 -1.75737 2.27782
H -1.20417 -2.05229 1.21805
H -0.46429 -3.38616 0.25594
H -1.32686 -1.56086 -1.13051
H 0.41676 -1.73849 -1.35877
H 0.68715 -0.26344 0.50765
H 1.51054 1.13389 -0.88819
H 0.39524 0.56237 -2.13474
H 0.27966 3.10392 -1.34101
H -1.24107 2.22122 -1.35726
H -0.09242 3.75675 0.76349
H -1.26974 2.63381 1.06951
H 0.38489 2.08417 1.21832
```

- HOMO-LUMO gap: 11.594 eV
- SMILES: CCC[NH2+]CCN
- Total charge: +1
- HOMO: -14.4 eV



Best to worst by energy: <four>, <three>, <two>, <one>.